# 1
Here is a structure of composition C45H47BMnN6O3PSSi in a non-equilibrium geometry from OMol25. Energies are from ωB97M-V/def2-TZVPD.

Each line ends with the Löwdin spin population.
CARTESIAN COORDINATES (ANGSTROEM)
Mn 0.0938 0.4374 0.4332  2.87
C 1.9007 3.4704 1.6658  0.00
C 0.4422 3.2831 1.9091  0.00
C -0.4236 4.1684 2.5624  0.00
C -1.6844 3.6340 2.4043  0.00
C -3.0047 4.1692 2.8512  0.00
N -1.5631 2.4830 1.7174  0.00
N -0.2507 2.2564 1.4214  -0.01
B -2.6517 1.7155 0.9221  0.00
N -2.5655 0.2367 1.3743  0.01
N -1.3419 -0.3000 1.6167  -0.01
C -1.5152 -1.4132 2.3243  0.00
C -0.3784 -2.2739 2.7688  0.00
C -2.8823 -1.5875 2.5678  0.00
C -3.5143 -0.5243 1.9484  0.00
C -4.9663 -0.1865 1.8601  0.00
N -2.3372 1.9378 -0.5814  0.00
N -1.0714 1.6942 -1.0247  0.04
C -0.9011 2.3914 -2.1397  0.01
C 0.3986 2.3986 -2.8724  0.00
C -2.0818 3.0846 -2.4492  0.00
C -2.9640 2.7754 -1.4370  0.00
C -4.3715 3.2267 -1.2327  0.00
H 2.0824 4.4651 1.2574  0.00
H 2.2867 2.7552 0.9447  0.00
H 2.4742 3.3867 2.5891  0.00
H -0.1657 5.0904 3.0565  0.00
H -2.8449 4.9816 3.5573  0.00
H -3.6040 3.4010 3.3383  0.00
H -3.5845 4.5598 2.0138  0.00
H -3.7415 2.1438 1.1752  0.00
H 0.3164 -1.7099 3.3951  0.00
H 0.1807 -2.6844 1.9281  0.00
H -0.7572 -3.1079 3.3576  0.00
H -3.3470 -2.3835 3.1266  0.00
H -5.5616 -1.0354 2.1911  0.00
H -5.2518 0.0578 0.8370  0.00
H -5.2167 0.6698 2.4877  0.00
H 1.1933 1.9875 -2.2519  0.00
H 0.6798 3.4175 -3.1399  0.00
H 0.3518 1.8163 -3.7967  0.00
H -2.2674 3.7256 -3.2960  0.00
H -4.6954 3.8040 -2.0968  0.00
H -4.4731 3.8537 -0.3465  0.00
H -5.0446 2.3764 -1.1168  0.00
O 3.4072 -1.5916 -0.9382  0.00
S 2.1177 -0.9815 -0.8263  0.00
O 2.3323 0.4280 -0.1256  0.02
O 1.1158 -1.5832 0.0408  0.01
C 1.4751 -0.7823 -2.4508  0.00
C 2.4416 -0.4815 -3.4106  0.00
C 2.1031 -0.5541 -4.7474  0.00
C 0.8329 -0.9870 -5.1057  0.00
C -0.1126 -1.2869 -4.1364  0.00
C 0.1612 -1.1633 -2.7760  0.00
P -1.1599 -1.3934 -1.4915  0.01
C -2.7143 -1.1220 -2.4242  0.00
C -2.8686 -0.0133 -3.2536  0.00
C -4.0962 0.2851 -3.8252  0.00
C -5.1979 -0.5206 -3.5754  0.00
C -5.0587 -1.6284 -2.7513  0.00
C -3.8291 -1.9258 -2.1796  0.00
C -1.1006 -3.2003 -1.2077  0.00
C -1.8462 -3.7129 -0.1471  0.00
C -1.8017 -5.0632 0.1669  0.00
C -0.9908 -5.9200 -0.5638  0.00
C -0.2261 -5.4176 -1.6072  0.00
C -0.2805 -4.0676 -1.9274  0.00
H 3.4474 -0.2195 -3.1104  0.00
H 2.8364 -0.3111 -5.5041  0.00
H 0.5760 -1.0991 -6.1513  0.00
H -1.0979 -1.6143 -4.4407  0.00
H -2.0292 0.6368 -3.4577  0.00
H -4.1886 1.1535 -4.4658  0.00
H -6.1558 -0.2904 -4.0235  0.00
H -5.9070 -2.2711 -2.5544  0.00
H -3.7500 -2.8017 -1.5495  0.00
H -2.4499 -3.0481 0.4610  0.00
H -2.3937 -5.4426 0.9901  0.00
H -0.9513 -6.9730 -0.3171  0.00
H 0.4151 -6.0775 -2.1768  0.00
H 0.3241 -3.7027 -2.7485  0.00
C 3.9988 -3.3895 4.1283  0.00
C 3.5748 -2.1573 4.6005  0.00
C 3.3237 -1.1294 3.7019  0.00
C 3.5203 -1.3157 2.3284  0.00
C 3.9531 -2.5583 1.8654  0.00
C 4.1845 -3.5884 2.7646  0.00
Si 3.2635 0.2941 1.4911  0.01
C 4.7871 1.2540 1.1465  0.00
C 5.6232 0.8778 0.0904  0.00
C 6.8014 1.5656 -0.1536  0.00
C 7.1613 2.6342 0.6576  0.00
C 6.3491 3.0116 1.7164  0.00
C 5.1659 2.3257 1.9586  0.00
H 4.1832 -4.1980 4.8236  0.00
H 3.4249 -1.9952 5.6598  0.00
H 2.9651 -0.1791 4.0867  0.00
H 4.1158 -2.7325 0.8110  0.00
H 4.5158 -4.5511 2.3973  0.00
H 2.2651 0.9867 2.3185  0.01
H 5.3609 0.0375 -0.5438  0.00
H 7.4431 1.2658 -0.9718  0.00
H 8.0812 3.1709 0.4652  0.00
H 6.6349 3.8390 2.3525  0.00
H 4.5474 2.6274 2.7961  0.00

The calculation puts the orbital gap (spin up / spin down) at 7.83 / 7.88 eV. As for the highest occupied orbital energy (spin up / spin down): -0.382 / -0.386 Ha. The multiplicity is 4. Its energy above the lowest of the compared OMol25 structures with the same formula, charge and spin is 0.000 eV. The total charge is +1.



# 2
Here is a structure of composition C45H47Cl2N2O2P2RhS2Si in a non-equilibrium geometry from OMol25. Energies are from ωB97M-V/def2-TZVPD.

Each line ends with the Mulliken charge.
CARTESIAN COORDINATES (ANGSTROEM)
Rh -0.2122 -0.1186 -0.2949  -0.49
C 4.0043 0.8395 0.7427  -1.80
C 2.5601 1.0575 0.3734  0.39
N 1.8325 0.0445 0.0281  1.25
N 2.5064 -1.1853 0.0161  -0.92
C 1.9410 -2.0856 -0.6715  0.38
S 0.4861 -1.8697 -1.6451  -0.54
S 2.5759 -3.7204 -0.7341  -0.06
C 3.7661 -3.7065 0.6499  -0.99
C 3.0976 -4.0372 1.9578  0.53
C 2.4606 -3.0536 2.7127  0.33
C 1.8152 -3.3857 3.8951  -0.60
C 1.7907 -4.7021 4.3359  -0.58
C 2.4252 -5.6858 3.5910  -0.59
C 3.0736 -5.3527 2.4106  -0.56
C 2.0234 2.4081 0.3906  0.94
C 2.9167 3.5006 0.3858  -1.07
C 2.4866 4.8018 0.4412  -1.13
C 1.1119 5.0496 0.5472  -0.67
C 0.2161 4.0137 0.5423  -0.86
C 0.6381 2.6690 0.4120  -0.09
O -0.3041 1.7758 0.3616  0.57
H 4.1082 -0.1087 1.2606  0.27
H 4.3674 1.6400 1.3780  0.56
H 4.6219 0.7845 -0.1563  0.28
H 4.2330 -2.7253 0.6557  0.22
H 4.5053 -4.4605 0.3819  0.57
H 2.4599 -2.0274 2.3708  0.15
H 1.3320 -2.6076 4.4718  0.50
H 1.2788 -4.9593 5.2546  0.41
H 2.4187 -6.7138 3.9304  0.38
H 3.5713 -6.1243 1.8336  0.37
H 3.9783 3.3131 0.3088  0.47
H 3.1959 5.6169 0.4089  0.40
H 0.7503 6.0687 0.6165  0.44
H -0.8518 4.1837 0.6045  0.36
C -1.4254 -1.0754 4.1011  -0.98
Si -0.9274 0.2298 2.8568  1.43
C -2.4337 1.3094 2.6382  -0.94
C 0.3730 1.3273 3.6370  -1.15
O -0.3468 -0.5612 1.5308  -0.41
H -1.4694 -0.6333 5.0997  0.40
H -0.7330 -1.9193 4.1271  0.03
H -2.4146 -1.4711 3.8560  0.22
H -2.6846 1.7516 3.6077  0.65
H -3.3019 0.7465 2.2979  0.16
H -2.2522 2.1171 1.9296  -0.06
H 0.0766 1.6159 4.6489  0.50
H 0.4959 2.2374 3.0490  0.19
H 1.3481 0.8341 3.6963  0.21
Cl 0.9099 1.4425 -2.7689  0.05
C 0.4531 2.7745 -3.8421  0.13
Cl 0.2719 4.3015 -2.9731  -0.15
H -0.4959 2.5345 -4.2974  -0.48
H 1.2389 2.8829 -4.5798  0.51
C -3.1653 -1.7086 -2.0968  -1.25
P -2.4629 -0.7588 -0.7063  0.75
C -2.8611 -1.9646 0.6336  1.38
C -1.8254 -2.8102 1.0396  -0.41
C -2.0380 -3.7950 1.9914  -0.55
C -3.2923 -3.9590 2.5579  -0.61
C -4.3368 -3.1453 2.1499  -0.88
C -4.1246 -2.1627 1.1915  -0.42
C -3.5077 0.7434 -0.6486  0.81
C -2.8856 1.9215 -1.0563  -0.19
C -3.5617 3.1330 -1.0342  -0.58
C -4.8762 3.1854 -0.6027  -0.79
C -5.5228 2.0144 -0.2317  -1.13
C -4.8500 0.8048 -0.2682  -0.04
P -2.6887 -1.3028 -3.8323  0.20
C -3.8956 -2.3706 -4.7146  0.63
C -4.1017 -2.0998 -6.0698  -0.54
C -4.9543 -2.8810 -6.8296  -0.59
C -5.6110 -3.9607 -6.2507  -0.48
C -5.4036 -4.2495 -4.9128  -0.68
C -4.5483 -3.4620 -4.1488  -0.30
C -3.4917 0.3266 -4.0471  0.50
C -4.8422 0.5737 -3.8051  -0.19
C -5.3516 1.8539 -3.9401  -0.71
C -4.5215 2.9000 -4.3328  -0.55
C -3.1850 2.6598 -4.6053  -0.56
C -2.6798 1.3727 -4.4615  -0.66
H -4.2472 -1.6608 -1.9393  0.94
H -2.8239 -2.7331 -1.9288  0.85
H -0.8418 -2.7068 0.6094  -0.06
H -1.2094 -4.4211 2.2988  0.50
H -3.4567 -4.7188 3.3115  0.39
H -5.3254 -3.2729 2.5720  0.40
H -4.9682 -1.5659 0.8934  0.03
H -1.8564 1.9029 -1.3869  -0.13
H -3.0470 4.0343 -1.3436  0.49
H -5.4021 4.1312 -0.5653  0.42
H -6.5564 2.0408 0.0892  0.40
H -5.3969 -0.0825 0.0013  0.40
H -3.5925 -1.2602 -6.5306  0.35
H -5.1049 -2.6518 -7.8768  0.39
H -6.2774 -4.5737 -6.8433  0.37
H -5.9073 -5.0911 -4.4547  0.39
H -4.4006 -3.7173 -3.1083  0.38
H -5.4978 -0.2396 -3.5127  0.40
H -6.3991 2.0413 -3.7413  0.41
H -4.9234 3.9004 -4.4308  0.42
H -2.5403 3.4701 -4.9243  0.40
H -1.6425 1.1523 -4.6840  0.57

The calculation puts the orbital gap (spin up / spin down) at 7.12 / 7.13 eV. As for the highest occupied orbital energy (spin up / spin down): -0.276 / -0.276 Ha. Its energy above the lowest of the compared OMol25 structures with the same formula, charge and spin is 0.845 eV.



# 3
Here is a structure of composition C45H47N5O11S3Sc from OMol25. Energies are from ωB97M-V/def2-TZVPD.

Each line ends with the Mulliken charge.
CARTESIAN COORDINATES (ANGSTROEM)
Sc -0.6105 -1.0859 0.9918  -0.66
O 1.2288 0.0725 0.9119  0.18
S 2.7232 0.2722 0.7187  -0.01
C 3.1427 -0.6387 -0.7814  0.34
C 2.8367 0.0287 -2.1117  0.15
C 3.1037 -0.9349 -3.2750  -0.80
C 1.8896 -1.7401 -3.7391  -0.98
S 1.0585 -2.7361 -2.4804  0.19
O -1.2424 -0.4545 -1.0799  0.40
C 2.1914 -4.0664 -2.1857  0.89
C 3.3913 -4.2578 -2.8601  -0.52
C 4.2115 -5.3310 -2.5305  -0.81
C 3.8436 -6.2217 -1.5367  -0.59
C 2.6340 -6.0411 -0.8754  -0.48
C 1.8141 -4.9732 -1.1948  -0.96
C 2.8566 1.9634 0.1926  0.43
C 4.1304 2.4840 0.0059  -0.59
C 4.2650 3.8122 -0.3651  -0.68
C 3.1345 4.6052 -0.5242  -0.70
C 1.8706 4.0726 -0.3145  -0.78
C 1.7209 2.7401 0.0483  0.46
H 2.5526 -1.5518 -0.6544  -0.91
H 4.1959 -0.9122 -0.6745  0.79
H 3.4458 0.9256 -2.2278  0.47
H 1.7925 0.3606 -2.1187  -0.42
H 3.9139 -1.6127 -2.9987  0.33
H 3.4734 -0.3689 -4.1333  0.43
H 2.1495 -2.3792 -4.5842  0.70
H 1.1094 -1.0643 -4.0975  0.42
H 3.7013 -3.5914 -3.6526  0.32
H 5.1444 -5.4662 -3.0621  0.42
H 4.4855 -7.0554 -1.2856  0.42
H 2.3249 -6.7386 -0.1072  0.45
H 0.8765 -4.8386 -0.6733  0.45
H 5.0098 1.8652 0.1488  0.48
H 5.2505 4.2304 -0.5191  0.43
H 3.2428 5.6448 -0.8035  0.41
H 0.9950 4.6996 -0.4295  0.55
H 0.7476 2.2936 0.2114  -0.21
C -2.6426 6.3914 -3.2439  -0.96
O -3.1370 5.4326 -2.3202  -0.43
C -3.7093 4.3133 -2.8291  0.74
C -3.7398 3.9888 -4.1806  -0.56
C -4.3587 2.8095 -4.5738  -0.47
C -4.8881 1.9282 -3.6445  -0.25
C -4.8949 2.2794 -2.2943  0.04
C -4.3147 3.4664 -1.8980  -0.60
N -5.4711 0.7460 -4.2183  -0.33
N -5.3867 -0.3812 -3.7130  -0.64
C -4.6119 -0.6399 -2.5223  0.69
C -5.2533 -1.2976 -1.4866  -0.53
C -4.5821 -1.6392 -0.3210  -0.78
C -3.2353 -1.3176 -0.1803  0.33
O -2.4834 -1.6638 0.8587  -0.51
C -2.6210 -0.6511 -1.2401  0.64
N -0.8682 0.9643 -1.0166  0.24
C -0.9383 1.5108 -2.1638  -0.64
C -1.4103 0.9908 -3.4332  -1.09
C -2.4864 0.2026 -3.5519  -0.86
C -3.2444 -0.3496 -2.4405  -0.27
H -2.2969 7.2318 -2.6499  0.25
H -3.4295 6.7265 -3.9223  0.39
H -1.8081 5.9885 -3.8235  0.36
H -3.3195 4.6441 -4.9292  0.47
H -4.4264 2.5520 -5.6233  0.48
H -5.3588 1.6442 -1.5524  0.46
H -4.3344 3.7746 -0.8606  0.65
H -6.2978 -1.5550 -1.6069  0.46
H -5.0795 -2.1794 0.4732  0.57
H -0.5904 2.5426 -2.1323  0.51
H -0.9625 1.4254 -4.3177  0.54
H -2.8644 -0.0094 -4.5459  0.72
C -3.7867 1.9400 1.7014  -0.11
C -3.1884 2.8336 2.7845  -0.64
C -1.6674 2.9486 2.7599  -0.76
S -0.6731 1.5279 3.2326  0.44
O -1.1341 0.4344 2.2778  0.55
C -1.3644 1.0768 4.8392  -1.13
C -2.5870 0.1520 4.7909  0.16
C -2.2235 -1.2884 5.1296  -1.27
H -4.8758 1.9734 1.7475  0.60
H -3.4753 0.9022 1.7999  -0.31
H -3.4780 2.2732 0.7075  -0.23
H -3.5252 2.5219 3.7760  0.23
H -3.5614 3.8535 2.6597  0.49
H -1.3060 3.7517 3.4092  0.61
H -1.3051 3.1668 1.7505  0.24
H -1.5560 2.0343 5.3300  0.54
H -0.5364 0.6066 5.3715  0.64
H -3.0452 0.1898 3.8036  -0.17
H -3.3293 0.5332 5.4940  0.49
H -1.6135 -1.7376 4.3443  0.06
H -3.1197 -1.8961 5.2502  0.38
H -1.6632 -1.3370 6.0658  0.46
O 1.0358 -2.6777 0.7616  0.04
C 1.0612 -2.5953 2.0138  0.57
O 0.0198 -2.2099 2.6407  -0.81
C 2.3189 -2.8178 2.7756  0.60
C 3.3935 -3.4211 2.1329  -0.32
C 4.5818 -3.5432 2.8236  0.00
C 4.7485 -3.0853 4.1173  -0.72
C 3.6569 -2.4797 4.7083  -0.14
C 2.4392 -2.3418 4.0722  -0.84
N 3.8041 -1.9350 6.0782  1.09
O 2.8507 -1.3458 6.5437  -0.62
O 4.8610 -2.1180 6.6368  -0.61
N 5.7402 -4.1612 2.1390  1.04
O 5.6275 -4.3713 0.9495  -0.57
O 6.7186 -4.3986 2.8102  -0.62
H 3.3032 -3.7779 1.1146  0.58
H 5.6891 -3.1883 4.6368  0.64
H 1.6049 -1.8726 4.5706  0.80

The calculation puts the orbital gap at 7.16 eV. As for the highest occupied orbital energy: -0.372 Ha. Its energy above the lowest of the compared OMol25 structures with the same formula, charge and spin is 2.655 eV. The total charge is +1.



# 4
Here is a structure of composition C45H47N7O2Ti in a non-equilibrium geometry from OMol25. Energies are from ωB97M-V/def2-TZVPD.

Each line ends with the Löwdin spin population.
CARTESIAN COORDINATES (ANGSTROEM)
Ti 0.3084 0.1016 -0.3288  0.95
C 4.8418 1.5110 -0.9375  0.00
C 3.5578 2.2735 -1.2690  0.00
C 2.5976 2.1352 -0.0891  0.00
N 1.1945 2.0559 -0.4267  0.00
C 0.4234 3.1137 -0.3609  0.00
C 0.9218 4.4169 -0.0999  0.00
C 0.2905 5.6173 0.1169  0.00
C -1.0611 5.9499 0.0588  0.00
C -2.0715 5.0889 -0.3114  0.00
C -2.0366 3.7415 -0.6500  0.00
C -0.9975 2.7919 -0.6274  0.00
N -1.2013 1.5062 -0.8788  0.00
C -2.4889 1.1333 -1.4389  0.00
C -2.5392 -0.3283 -1.8130  0.01
C -1.5073 -0.7558 -2.8323  0.00
N -0.1460 -0.6421 -2.3240  0.00
C 0.8448 -0.4452 -3.1686  0.00
C 0.7368 0.1057 -4.4669  0.00
C 1.6193 0.1107 -5.5333  0.00
C 2.8176 -0.5624 -5.7011  0.00
C 3.4285 -1.3415 -4.7219  0.00
C 3.1442 -1.4349 -3.3792  0.00
C 2.1725 -0.7553 -2.5852  0.00
N 2.2802 -0.5405 -1.3003  0.00
C 3.5789 -0.8057 -0.6699  0.00
C 4.7757 0.0034 -1.2092  0.00
H 5.0864 1.6925 0.1166  0.00
H 5.6838 1.9056 -1.5124  0.00
H 3.0962 1.8744 -2.1734  0.00
H 3.7743 3.3280 -1.4646  0.00
H 2.7973 2.9108 0.6534  0.00
H 2.8274 1.2089 0.4177  0.00
H 2.0002 4.4710 -0.0371  0.00
H 0.9628 6.4351 0.3597  0.00
H -1.3338 6.9727 0.2878  0.00
H -3.0657 5.5248 -0.3476  0.00
H -3.0068 3.3403 -0.9026  0.00
H -2.6842 1.7523 -2.3262  0.00
H -3.3019 1.3337 -0.7274  0.00
H -3.5292 -0.5418 -2.2198  0.00
H -2.4483 -0.9335 -0.9129  0.00
H -1.6642 -0.2129 -3.7670  0.00
H -1.6767 -1.8173 -3.0495  0.00
H -0.1951 0.6230 -4.6546  0.00
H 1.2749 0.6805 -6.3917  0.00
H 3.2917 -0.5158 -6.6736  0.00
H 4.2806 -1.9310 -5.0486  0.00
H 3.7991 -2.0815 -2.8068  0.00
H 3.8173 -1.8707 -0.7750  0.00
H 3.4785 -0.6476 0.4041  0.00
H 4.8414 -0.1477 -2.2853  0.00
H 5.6751 -0.4561 -0.7851  0.00
C -1.7062 1.0321 2.2929  0.00
C -0.4863 1.8186 2.7009  0.00
C -0.6765 3.0455 3.3238  0.00
C 0.3940 3.7605 3.8326  0.00
C 1.6668 3.2311 3.7366  0.00
C 1.9104 2.0161 3.0999  0.00
C 3.3317 1.5186 3.0670  0.00
C 0.8262 1.3184 2.5395  0.00
N 0.9641 0.1716 1.7222  0.00
C 1.5893 -0.9411 2.1138  0.00
O 2.2647 -1.1516 3.1188  0.00
C 1.2736 -2.1025 1.1917  0.00
C 1.9651 -3.2956 1.2493  0.00
C 1.4909 -4.3564 0.4920  0.00
C 0.2588 -4.2460 -0.1239  0.00
C -0.4553 -3.0547 -0.0187  0.00
N 0.1411 -1.9589 0.4818  0.00
C -1.9727 -3.1902 -0.1425  0.00
O -2.4327 -3.9644 -0.9988  0.00
N -2.5524 -2.5948 0.8857  0.00
C -3.7801 -3.1086 1.3453  0.00
C -5.0145 -2.4868 1.1233  0.00
C -5.1019 -1.3032 0.2069  0.00
C -6.1589 -2.9835 1.7384  0.00
C -6.1100 -4.0970 2.5610  0.00
C -4.8922 -4.7268 2.7661  0.00
C -3.7307 -4.2501 2.1726  0.00
C -2.4185 -4.9430 2.4006  0.00
H -2.4561 1.6850 1.8401  0.00
H -2.1577 0.5741 3.1776  0.00
H -1.5134 0.2054 1.6172  0.00
H -1.6848 3.4360 3.4141  0.00
H 0.2352 4.7216 4.3084  0.00
H 2.5102 3.7753 4.1506  0.00
H 3.5814 1.0401 4.0153  0.00
H 3.4993 0.7717 2.3003  0.00
H 4.0208 2.3520 2.9063  0.00
H 2.8390 -3.3625 1.8819  0.00
H 2.0392 -5.2902 0.4519  0.00
H -0.2319 -5.0769 -0.6113  0.00
H -6.1326 -0.9580 0.1109  0.00
H -4.7332 -1.5771 -0.7814  0.00
H -4.4870 -0.4739 0.5680  0.00
H -7.1068 -2.4869 1.5554  0.00
H -7.0106 -4.4724 3.0332  0.00
H -4.8352 -5.6043 3.4029  0.00
H -2.0352 -5.3608 1.4652  0.00
H -2.5289 -5.7572 3.1192  0.00
H -1.6655 -4.2406 2.7648  0.00

The calculation puts the orbital gap (spin up / spin down) at 6.99 / 7.08 eV. As for the highest occupied orbital energy (spin up / spin down): -0.174 / -0.175 Ha. The multiplicity is 2. The total charge is -1.